# 1
{
  "formula": "C4H13N2O2",
  "method": "ωB97M-V/def2-TZVPD",
  "total_charge": -1,
  "gap_ev": 6.879,
  "largest_force_ev_per_a": 2.35,
  "symbols": ["C", "C", "C", "N", "N", "C", "O", "H", "H", "H", "H", "H", "H", "H", "H", "H", "H", "H", "H", "H", "O"],
  "coordinates": [[0.311, 0.641, 0.630], [-1.032, 0.320, 1.365], [-2.194, 0.032, 0.408], [-2.663, 1.328, -0.136], [1.191, -0.495, 0.470], [2.532, -0.182, -0.029], [2.672, -0.385, -1.387], [0.141, 1.133, -0.339], [0.793, 1.299, 1.363], [-1.334, 1.148, 2.019], [-0.754, -0.592, 1.919], [-1.804, -0.745, -0.274], [-3.095, -0.370, 0.883], [-1.959, 2.051, -0.078], [-2.956, 1.226, -1.100], [0.789, -1.281, -0.018], [2.771, 0.881, 0.147], [3.388, -0.700, 0.483], [0.389, -1.583, -2.241], [1.739, -1.475, -1.913], [1.078, -2.251, -2.171]]
}

=====

# 2
{
  "formula": "C25H65BBrO15PS2Si2",
  "method": "ωB97M-V/def2-TZVPD",
  "gap_ev": 9.099,
  "largest_force_ev_per_a": 2.64,
  "symbols": ["C", "B", "O", "Si", "Br", "O", "Si", "C", "C", "C", "C", "C", "P", "O", "O", "O", "S", "C", "C", "O", "O", "C", "C", "C", "O", "C", "O", "C", "S", "H", "H", "H", "H", "H", "H", "H", "H", "H", "H", "H", "H", "H", "H", "H", "H", "H", "H", "H", "H", "H", "H", "H", "H", "H", "H", "H", "H", "H", "C", "C", "O", "H", "H", "H", "H", "H", "H", "C", "C", "O", "H", "H", "H", "H", "H", "H", "C", "C", "O", "H", "H", "H", "H", "H", "H", "C", "C", "O", "H", "H", "H", "H", "H", "H", "C", "C", "O", "H", "H", "H", "H", "H", "H", "C", "C", "O", "H", "H", "H", "H", "H", "H"],
  "coordinates": [[2.767, 3.228, 3.768], [1.323, 2.631, 3.601], [0.269, 3.080, 4.380], [1.029, 1.204, 2.202], [0.890, -0.743, 3.310], [-0.450, 1.486, 1.454], [-0.658, 1.224, -0.189], [-0.941, 2.895, -1.009], [0.278, 3.638, -1.592], [1.520, 3.578, -0.716], [0.577, 3.240, -3.048], [-2.262, 0.231, -0.402], [-3.180, -0.054, 1.096], [-4.504, -0.593, 0.737], [-3.384, 1.309, 1.894], [-2.435, -1.095, 2.044], [0.906, -0.003, -0.993], [0.495, -0.307, -2.742], [0.875, -1.724, -3.123], [0.388, -2.302, -4.078], [1.804, -2.213, -2.302], [2.017, -3.632, -2.290], [2.445, -3.939, -0.871], [2.207, -5.396, -0.531], [3.835, -3.676, -0.691], [4.134, -2.388, -0.296], [4.821, -1.662, -0.989], [3.579, -1.975, 1.048], [4.485, -0.513, 1.598], [2.674, 4.306, 3.875], [3.308, 3.044, 2.844], [3.311, 2.784, 4.594], [-0.443, 3.354, 3.799], [2.165, 1.226, 1.268], [-1.683, 2.755, -1.788], [-1.377, 3.546, -0.255], [-0.002, 4.687, -1.637], [2.074, 2.654, -0.815], [2.185, 4.387, -1.004], [1.253, 3.784, 0.320], [1.593, 2.875, -3.149], [-0.090, 2.448, -3.372], [0.421, 4.075, -3.714], [-2.935, 0.804, -1.021], [-2.066, -0.737, -0.835], [-2.871, 1.310, 2.707], [-2.897, -1.932, 1.901], [1.109, 0.350, -3.341], [-0.550, -0.188, -2.987], [2.777, -3.904, -3.009], [1.088, -4.154, -2.470], [1.816, -3.336, -0.225], [2.860, -6.055, -1.090], [1.166, -5.655, -0.668], [2.440, -5.515, 0.521], [3.659, -2.799, 1.745], [2.529, -1.742, 0.907], [4.171, -0.558, 2.899], [2.917, 8.654, 0.161], [2.588, 7.179, 0.300], [3.052, 6.425, -0.819], [2.475, 9.056, -0.751], [2.542, 9.222, 1.013], [3.997, 8.804, 0.095], [1.511, 7.030, 0.347], [3.030, 6.774, 1.217], [4.005, 6.531, -0.872], [6.345, -5.942, 3.062], [4.838, -5.966, 3.233], [4.190, -5.079, 2.322], [6.727, -4.932, 3.211], [6.831, -6.609, 3.774], [6.624, -6.251, 2.052], [4.560, -5.640, 4.234], [4.452, -6.981, 3.086], [4.417, -5.358, 1.429], [1.017, 0.653, 7.621], [1.975, 1.772, 7.978], [2.317, 2.550, 6.833], [1.454, 0.003, 6.863], [0.763, 0.052, 8.495], [0.094, 1.063, 7.203], [2.907, 1.371, 8.374], [1.535, 2.426, 8.739], [1.504, 2.925, 6.477], [-5.923, 0.797, -4.075], [-4.620, 0.025, -4.018], [-4.099, -0.054, -2.689], [-5.782, 1.807, -3.686], [-6.298, 0.863, -5.100], [-6.683, 0.314, -3.456], [-3.858, 0.518, -4.620], [-4.760, -0.989, -4.410], [-4.752, -0.499, -2.136], [-1.381, -6.021, 1.930], [-2.860, -5.739, 2.124], [-3.248, -4.514, 1.506], [-0.782, -5.206, 2.339], [-1.089, -6.950, 2.420], [-1.140, -6.102, 0.866], [-3.094, -5.640, 3.182], [-3.461, -6.557, 1.714], [-3.059, -4.586, 0.567], [-8.775, 1.572, -8.823], [-7.352, 1.320, -8.361], [-7.309, 0.822, -7.024], [-9.269, 2.282, -8.159], [-8.794, 1.969, -9.838], [-9.356, 0.647, -8.803], [-6.780, 2.246, -8.364], [-6.854, 0.609, -9.028], [-7.800, -0.004, -7.003]]
}

=====

# 3
{
  "formula": "C3H5NO2",
  "method": "ωB97M-V/def2-TZVPD",
  "smiles": "C#N.C=O.C=O",
  "gap_ev": 10.543,
  "largest_force_ev_per_a": 1.17,
  "symbols": ["C", "N", "H", "C", "O", "H", "H", "C", "O", "H", "H"],
  "coordinates": [[-2.112, 0.198, -0.758], [-2.041, -0.930, -0.524], [-2.167, 1.244, -0.971], [0.483, 1.006, 1.087], [-0.102, 1.635, 0.237], [-0.012, 0.217, 1.685], [1.553, 1.173, 1.292], [1.096, -1.146, -0.522], [1.951, -1.412, 0.289], [0.066, -1.532, -0.449], [1.285, -0.452, -1.367]]
}

=====

# 4
{
  "formula": "CH7N2S",
  "method": "ωB97M-V/def2-TZVPD",
  "total_charge": -1,
  "gap_ev": 7.090,
  "largest_force_ev_per_a": 2.38,
  "symbols": ["S", "H", "N", "C", "N", "H", "H", "H", "H", "H", "H"],
  "coordinates": [[-0.072, 1.900, -1.893], [0.571, 2.351, -2.983], [-1.158, 0.079, 0.496], [0.023, -0.414, 1.129], [1.055, -0.978, 0.254], [-1.878, -0.617, 0.398], [-1.134, 0.794, -0.221], [-0.231, -1.192, 1.836], [0.523, 0.469, 1.525], [1.256, -0.447, -0.582], [1.044, -1.945, 0.040]]
}

=====

# 5
{
  "formula": "C5H7NO",
  "method": "ωB97M-V/def2-TZVPD",
  "smiles": "C[C@@]1(C#N)C[C@H]1O",
  "gap_ev": 9.303,
  "largest_force_ev_per_a": 5.62,
  "symbols": ["C", "C", "C", "N", "C", "C", "O", "H", "H", "H", "H", "H", "H", "H"],
  "coordinates": [[-0.485, -1.122, -1.069], [0.033, -0.475, 0.257], [-0.464, -1.027, 1.380], [-0.950, -1.411, 2.342], [1.242, 0.507, 0.369], [0.004, 1.272, 0.445], [-0.560, 1.954, -0.581], [-0.343, -2.259, -0.964], [0.021, -0.865, -1.907], [-1.592, -0.845, -1.234], [1.952, 0.548, -0.437], [1.706, 0.236, 1.362], [-0.362, 1.612, 1.420], [-0.203, 1.873, -1.383]]
}

=====

# 6
{
  "formula": "C3H20N2O5",
  "method": "ωB97M-V/def2-TZVPD",
  "smiles": "C[C@H](N)CN.O.O.O.O.O",
  "gap_ev": 9.155,
  "largest_force_ev_per_a": 2.85,
  "symbols": ["C", "C", "N", "C", "N", "H", "H", "H", "H", "H", "H", "H", "H", "H", "H", "O", "H", "H", "O", "H", "H", "O", "H", "H", "O", "H", "H", "O", "H", "H"],
  "coordinates": [[-3.074, -1.421, -0.159], [-1.682, -0.712, -0.015], [-1.698, 0.501, -0.801], [-0.477, -1.712, -0.373], [0.358, -1.829, 0.817], [-3.024, -2.027, -1.070], [-3.123, -2.103, 0.714], [-3.804, -0.645, 0.041], [-1.704, -0.371, 1.059], [-0.823, 0.951, -0.603], [-2.038, 0.428, -1.744], [0.001, -1.325, -1.267], [-0.890, -2.701, -0.613], [0.374, -2.767, 1.188], [0.300, -1.161, 1.562], [-0.314, 3.711, 0.205], [-0.718, 3.214, -0.516], [0.057, 4.551, -0.067], [1.697, 0.791, 2.828], [0.804, 1.054, 3.103], [1.735, -0.099, 3.207], [2.647, -1.702, -0.809], [2.059, -1.891, -0.035], [2.337, -0.975, -1.384], [1.642, 0.501, -2.007], [2.241, 0.638, -2.748], [1.725, 1.134, -1.230], [2.045, 2.140, -0.068], [1.173, 2.452, 0.262], [2.175, 1.375, 0.523]]
}

=====

Copy entry 4 word for word.
{
  "formula": "CH7N2S",
  "method": "ωB97M-V/def2-TZVPD",
  "total_charge": -1,
  "gap_ev": 7.090,
  "largest_force_ev_per_a": 2.38,
  "symbols": ["S", "H", "N", "C", "N", "H", "H", "H", "H", "H", "H"],
  "coordinates": [[-0.072, 1.900, -1.893], [0.571, 2.351, -2.983], [-1.158, 0.079, 0.496], [0.023, -0.414, 1.129], [1.055, -0.978, 0.254], [-1.878, -0.617, 0.398], [-1.134, 0.794, -0.221], [-0.231, -1.192, 1.836], [0.523, 0.469, 1.525], [1.256, -0.447, -0.582], [1.044, -1.945, 0.040]]
}